C3H11N3O | wB97M-V/def2-TZVPD

The geometry in XYZ format:
```
18
C3H11N3O wB97M-V/def2-TZVPD
N -1.51 -0.66 -0.99
C -1.83 -1.48 0.62
O -0.93 -1.29 1.47
H -1.47 0.36 -1.00
H -0.61 -0.98 -1.31
H -2.15 -0.92 -1.73
H -2.78 -0.94 0.78
H -1.97 -2.48 0.18
N 0.54 1.32 -1.90
C 1.36 1.34 -0.71
C 1.17 0.47 0.28
N 1.68 0.41 1.59
H 0.99 0.85 -2.68
H 0.47 2.27 -2.22
H 2.18 2.06 -0.69
H 0.46 -0.32 0.13
H 1.57 1.29 2.07
H 1.11 -0.28 2.05
```

The calculation puts the LUMO energy at 0.0261 hartree. Its energy is -360.3284 hartree. The value obtained for the energy above the lowest of the compared OMol25 structures with the same formula, charge and spin is 286.25 kJ/mol. The net charge is 0. Its HOMO-LUMO gap is 0.3208 hartree. Its spin multiplicity is 1. The HOMO energy is -0.295 Ha.